Entry 1:
A molecular structure, C45H95F2N6O9Rb2S2 in a non-equilibrium geometry. Source: the OMol25 dataset; level of theory: wB97M-V/def2-TZVPD.

For the HOMO-LUMO gap, the calculation gives 5.947 eV. The net charge is +1. The energy above the lowest of the compared OMol25 structures with the same formula, charge and spin is 0.0 kJ/mol. The LUMO energy is -3.7 eV. The calculation puts the strongest force on any atom at 6.0 eV/A. The total energy is -103981.158 eV. For the HOMO energy, the calculation gives -9.644 eV.

```
161
Properties=species:S:1:pos:R:3:forces:R:3
Rb -3.235594 1.487818 -1.360353 0.3 0.3 -0.8
Rb -3.593109 -1.101152 1.945354 0.3 -0.5 0.4
N -1.537034 -0.332256 0.157320 3.1 1.3 1.6
S -0.356305 0.409364 1.150961 -3.2 2.2 2.4
O 0.811748 0.915418 0.556070 0.6 -0.4 -0.8
O -0.375431 -0.072686 2.491219 0.2 -1.0 -0.4
F -1.277825 1.713670 1.355159 -0.2 0.3 -0.3
S -0.493500 -1.207347 -0.644349 -1.6 -4.2 -4.0
O 0.305029 -2.100221 0.124443 0.6 0.8 0.8
O -0.007167 -0.676979 -1.867143 0.5 0.9 0.4
F -1.611499 -2.225762 -1.226443 -0.2 0.2 0.4
C 5.903236 -0.720453 2.196348 0.1 -0.9 0.2
C 4.503289 -0.600111 1.596214 0.0 0.5 -0.1
C 4.324462 0.762253 0.897969 -0.3 -0.4 -0.4
C 4.788624 0.832180 -0.558268 0.1 0.7 0.3
C 4.275177 -0.334647 -1.371466 -0.6 0.2 0.3
C 4.538753 -1.697934 -0.726041 0.5 0.3 0.0
N 4.102051 -1.650951 0.668962 -0.8 -0.1 -0.3
O 4.321591 -2.919411 1.275768 0.2 0.0 0.0
C 3.707267 -2.742694 -1.458971 -0.1 -0.4 0.1
C 6.011784 -2.023789 -0.876626 0.9 -0.2 -0.4
C 3.488601 -0.638529 2.720304 -0.3 0.8 1.8
H 6.708570 -0.638950 1.469215 0.0 0.3 -0.1
H 6.011778 -1.713652 2.645074 0.0 0.1 0.0
H 6.035738 -0.000719 3.003636 0.0 0.2 -0.1
H 3.248107 0.956002 0.921868 0.1 0.2 -0.1
H 4.832827 1.540344 1.468140 -0.1 -0.1 0.2
H 5.871264 0.979500 -0.623235 0.0 -0.4 0.0
H 4.378237 1.774531 -0.944145 0.0 -0.1 -0.2
H 4.691404 -0.333197 -2.379677 0.0 0.0 0.0
H 3.185367 -0.209312 -1.449686 0.0 -0.1 -0.1
H 3.756633 -2.590755 -2.538371 0.0 0.1 0.0
H 4.081732 -3.748521 -1.255702 0.0 0.0 0.0
H 2.661006 -2.702651 -1.147267 0.0 0.1 0.0
H 6.338823 -2.895958 -0.309399 -0.3 -0.1 0.0
H 6.226619 -2.222191 -1.932828 0.0 -0.1 0.1
H 6.675947 -1.207905 -0.587789 -0.2 0.1 0.0
H 3.556120 0.275315 3.334352 0.4 0.0 -0.2
H 3.645627 -1.428693 3.458924 0.0 -0.3 -0.4
H 2.435970 -0.612061 2.444714 0.0 -0.4 -0.6
H 3.443068 -3.310754 1.301434 -0.1 0.0 0.0
C 0.745510 -5.247049 0.529019 -0.4 -0.1 -0.1
C -0.283376 -5.875319 1.513372 1.2 0.5 -0.2
C 0.335916 -7.127956 2.138442 -0.2 -1.0 0.2
C 1.268879 -6.903435 3.309142 0.3 0.6 -0.1
C 0.549504 -6.081122 4.377475 0.3 -0.8 -0.4
C 0.045178 -4.746847 3.840657 0.1 0.5 0.6
N -0.627639 -4.917714 2.558727 -1.2 -1.1 0.5
O -1.134252 -3.710000 2.056706 0.1 0.2 -0.2
C -1.002961 -4.216096 4.837137 0.5 -0.1 0.3
C 1.199884 -3.733092 3.785290 0.1 0.2 -0.5
C -1.497416 -6.301185 0.701806 0.3 0.3 -0.4
H 0.231781 -4.577092 -0.163534 0.1 0.0 0.0
H 1.210175 -6.032859 -0.066021 0.1 0.1 0.0
H 1.514807 -4.671679 1.045334 0.1 -0.1 0.0
H -0.458198 -7.810745 2.471106 -0.1 0.3 0.1
H 0.837762 -7.710544 1.360135 0.0 0.3 -0.1
H 2.180961 -6.378945 2.995369 -0.1 0.1 -0.1
H 1.636989 -7.845031 3.717929 -0.2 -0.1 0.0
H 1.254166 -5.939418 5.198784 -0.2 0.3 0.2
H -0.284577 -6.682202 4.753222 -0.1 0.1 0.0
H -0.534808 -4.102489 5.820163 0.0 0.1 -0.1
H -1.363599 -3.239404 4.518614 -0.2 0.0 0.0
H -1.804823 -4.939960 4.976362 -0.2 0.1 -0.3
H 0.905504 -2.868796 3.181549 0.0 0.1 0.2
H 1.464842 -3.375022 4.778915 0.0 0.0 0.0
H 2.103786 -4.130562 3.316815 0.0 -0.2 0.1
H -1.964972 -5.432643 0.233671 -0.2 0.0 0.2
H -2.215137 -6.871414 1.285696 -0.1 0.0 0.0
H -1.114707 -6.905116 -0.125753 -0.2 -0.2 0.1
H -0.388629 -3.251386 1.636524 0.0 0.1 -0.1
C -0.522605 4.003937 -0.861742 -0.6 1.0 -0.4
C 0.187243 3.909152 -2.211832 -0.1 -0.3 -0.4
C 1.541760 3.215816 -1.996560 -0.1 0.9 -1.3
C 2.243456 2.888472 -3.319525 -0.6 -0.8 0.7
C 1.335882 1.980582 -4.137511 0.6 -0.3 -0.4
C -0.059502 2.552210 -4.386598 -0.1 0.4 -0.5
N -0.606123 3.050279 -3.114083 0.1 -1.0 1.0
O -1.957476 3.481971 -3.243954 0.4 0.2 0.1
C -0.006868 3.630310 -5.492660 -0.3 0.0 0.5
C -0.961366 1.401609 -4.839918 -0.1 0.5 0.3
C 0.377493 5.328347 -2.760587 0.2 0.3 0.5
H -1.033840 3.091433 -0.580183 0.4 -0.3 0.2
H -1.294346 4.783638 -0.918321 0.0 -0.1 0.0
H 0.169102 4.353078 -0.095971 0.1 -0.3 0.1
H 2.150192 3.966215 -1.485590 0.1 -0.5 0.6
H 1.396246 2.265103 -1.487110 0.1 0.2 0.5
H 3.132491 2.333114 -3.012706 0.2 0.1 -0.5
H 2.516717 3.757493 -3.914902 0.2 0.1 0.2
H 1.257062 0.970231 -3.723323 -0.1 0.2 0.4
H 1.832021 1.823857 -5.103393 -0.3 0.0 -0.1
H -0.845749 4.317117 -5.353319 0.0 0.0 -0.3
H 0.900721 4.227754 -5.454408 0.1 -0.1 -0.1
H -0.109762 3.154606 -6.465247 0.1 0.1 -0.1
H -1.124654 0.769612 -3.966878 0.2 -0.4 -0.2
H -1.940517 1.757832 -5.166204 0.1 0.1 -0.2
H -0.460003 0.884076 -5.655794 -0.2 -0.3 0.0
H 0.766382 5.966330 -1.960699 -0.1 0.0 0.0
H -0.574516 5.778658 -3.056635 0.0 0.0 -0.1
H 1.090084 5.409800 -3.576300 -0.1 -0.2 -0.1
H -1.915480 4.394486 -3.566208 -0.2 0.1 -0.1
C -5.142977 0.917708 -5.759981 -0.3 0.0 0.8
C -5.985786 -0.268580 -5.262025 -0.2 0.3 -0.3
C -6.222870 -1.294275 -6.369940 0.7 -0.4 -0.1
C -4.948676 -2.086219 -6.628511 0.1 0.3 -0.3
C -4.558871 -2.879522 -5.410843 0.1 -0.2 0.3
C -4.341307 -1.999790 -4.161746 0.1 0.1 -0.4
N -5.399443 -0.986289 -4.135674 -0.9 -0.7 0.5
O -5.227868 -0.142837 -3.004472 0.5 0.6 0.4
C -4.516152 -2.877759 -2.920362 0.3 0.0 0.1
C -2.936778 -1.410200 -4.194238 0.5 0.3 -0.2
C -7.367383 0.236139 -4.840393 -0.3 0.0 0.3
H -5.579049 1.335607 -6.664606 0.2 -0.1 -0.2
H -5.186553 1.702900 -4.998989 0.1 0.0 -0.1
H -4.102496 0.625003 -5.871080 0.0 0.1 -0.4
H -6.992812 -2.000655 -6.049144 -0.1 0.1 0.0
H -6.553543 -0.805353 -7.286007 -0.1 0.2 0.1
H -5.051478 -2.726361 -7.505594 -0.1 -0.1 0.1
H -4.117100 -1.408523 -6.852561 -0.1 0.1 -0.2
H -3.618572 -3.389758 -5.630878 0.0 -0.2 0.2
H -5.300048 -3.643047 -5.159854 -0.1 0.0 -0.2
H -3.950092 -3.807075 -3.011790 -0.1 0.0 -0.2
H -5.575210 -3.105050 -2.806586 0.0 -0.1 0.1
H -4.113040 -2.400279 -2.023522 -0.2 0.1 0.0
H -2.189801 -2.200322 -4.093938 0.0 0.0 0.2
H -2.775794 -0.672305 -3.405262 0.0 -0.2 0.2
H -2.678113 -0.885088 -5.117771 -0.3 -0.1 -0.1
H -8.037094 -0.594365 -4.607166 0.1 -0.1 -0.1
H -7.366034 0.867023 -3.946148 0.2 0.2 -0.2
H -7.812226 0.817389 -5.648875 0.0 0.0 0.0
H -6.086212 -0.110328 -2.568090 -0.1 -0.3 -0.2
C 2.988349 3.297750 4.772425 0.5 -0.1 0.9
C 1.596700 3.830007 4.440811 -0.1 -0.1 -0.5
C 0.650111 2.624758 4.346288 0.0 0.0 -0.2
C -0.802725 3.042467 4.394050 0.0 0.4 0.7
C -1.104706 3.806055 5.684676 -0.3 -0.2 -0.3
C -0.205159 5.030813 5.919707 -0.7 -0.6 -0.3
N 1.153385 4.707543 5.511904 0.7 -0.1 0.7
O 1.948965 5.892680 5.560770 -0.1 -0.3 -0.1
C -0.815036 6.215027 5.164057 -0.5 0.3 0.0
C -0.166063 5.298070 7.418407 -0.6 0.6 0.1
C 1.677990 4.527121 3.075742 -0.6 0.3 -0.1
H 3.756621 4.074797 4.756480 -0.1 0.0 -0.4
H 3.289525 2.464176 4.136212 -0.1 0.2 -0.3
H 3.039270 2.902645 5.795866 -0.4 0.0 -0.1
H 0.858480 2.157348 3.380489 0.1 -0.2 0.1
H 0.878077 1.904847 5.136304 0.0 0.0 0.0
H -1.493422 2.195305 4.412002 0.2 -0.1 -0.5
H -0.996695 3.686599 3.531548 -0.3 -0.1 0.0
H -1.106241 3.113281 6.532894 0.4 0.0 0.0
H -2.148098 4.130442 5.609482 0.1 0.3 0.2
H -1.393784 5.917387 4.284364 0.5 -0.1 -0.3
H -1.585635 6.697653 5.774770 0.3 0.1 0.2
H -0.045779 6.940210 4.909913 -0.1 0.1 -0.1
H 0.333402 6.245753 7.625208 0.4 -0.3 0.1
H -1.174259 5.445904 7.823383 0.0 -0.2 -0.2
H 0.265933 4.440007 7.927230 0.3 0.2 0.1
H 2.216115 5.470725 3.144779 0.2 -0.1 0.0
H 0.678780 4.791355 2.708516 0.0 -0.1 0.0
H 2.143628 3.862612 2.346350 0.1 0.1 0.0
H 2.622072 5.670722 6.211241 0.0 0.1 0.1
```
Forces are in eV/Å.

=====

Entry 2:
A single C3H5N3O molecule in a non-equilibrium geometry. Source: the OMol25 dataset; level of theory: wB97M-V/def2-TZVPD.

For the HOMO-LUMO gap, the calculation gives 9.435 eV. The energy above the lowest of the compared OMol25 structures with the same formula, charge and spin is 274.6 kJ/mol. The LUMO energy is 0.5 eV. Its SMILES is COc1cnn[nH]1. The calculation puts the strongest force on any atom at 2.9 eV/A. The total energy is -9707.738 eV. For the HOMO energy, the calculation gives -8.896 eV.

```
12
Properties=species:S:1:pos:R:3:forces:R:3
C -1.892145 -0.229916 0.078108 -0.8 0.6 -2.3
O -0.922737 0.804733 -0.038041 0.1 0.2 0.0
C 0.367485 0.443705 -0.043718 1.1 0.5 0.0
C 1.548868 1.227933 -0.031280 -2.4 -1.6 0.7
N 2.552904 0.328598 0.038876 0.9 -0.5 0.0
N 2.123890 -0.909203 0.023893 1.2 1.2 -0.2
N 0.803909 -0.843992 -0.017183 -2.2 -0.1 -0.6
H -2.879099 0.262595 -0.258126 1.5 -1.0 1.0
H -1.664039 -1.027282 -0.655823 -0.3 0.3 0.1
H -1.864580 -0.690563 1.040126 -0.4 0.0 0.9
H 1.594952 2.301619 0.137681 0.4 -0.5 -0.3
H 0.230594 -1.668229 -0.274516 0.9 0.8 0.6
```
Forces are in eV/Å.

=====

- Among the records above, which one has the lowest energy above the lowest of the compared OMol25 structures with the same formula, charge and spin?
  C45H95F2N6O9Rb2S2